[1]
Here is a molecular structure, C34H52Br2N4O32S7 from the OMol25 dataset. Energies are from wB97M-V/def2-TZVPD.

As for the orbital gap: 8.2 eV. The value obtained for the molar mass is 1413.06 g mol⁻¹. The total charge is 0. Its electronic energy is -323505.8205 eV.

Last column: Löwdin charge in e.
Positions of all 131 atoms, in Å:
C1 7.5748 -2.7393 -5.6297  -0.07
C2 6.8698 -1.4072 -5.8027  -0.24
O1 5.5026 -1.5143 -6.2195  -0.07
C3 4.6386 -1.5492 -5.1448  -0.18
C4 4.2480 -0.3237 -4.5199  -0.06
C5 4.7757 0.9708 -5.0959  -0.08
C6 5.0863 2.0063 -4.0488  -0.23
N1 5.8971 1.7899 -3.1036  0.12
C7 3.4182 -0.3865 -3.4348  -0.20
O2 3.0333 0.7578 -2.7915  -0.07
C8 2.0043 1.4839 -3.5119  -0.11
C9 0.8343 1.6631 -2.5648  -0.41
C10 1.3069 2.4014 -1.3048  -0.06
O3 -0.1002 2.5009 -3.2544  -0.04
C11 2.9356 -1.6294 -2.9395  -0.11
N2 2.1336 -1.6322 -1.8404  0.22
C12 1.7312 -2.8038 -1.4372  -0.28
C13 0.8628 -2.8956 -0.2017  -0.60
Br1 1.9768 -2.1865 1.2643  0.75
C14 -0.4602 -2.0624 -0.3376  -0.68
C15 -1.5010 -2.6883 0.6105  -0.15
Br2 -0.2373 -0.2012 0.2357  0.79
C16 2.0807 -3.9938 -2.1460  -0.23
N3 1.5588 -5.2508 -1.6371  0.19
C17 0.6440 -5.6440 -2.3658  -0.25
O4 -0.2478 -6.0668 -2.9803  0.18
N4 2.8392 -4.0430 -3.1953  0.23
C18 3.2967 -2.8211 -3.5886  -0.14
C19 4.1748 -2.7640 -4.7071  -0.12
C20 4.5302 -4.0589 -5.3940  -0.03
H1 8.6264 -2.5727 -5.3837  0.08
H2 7.5738 -3.3269 -6.5493  0.08
H3 7.1562 -3.3523 -4.8311  0.07
H4 7.3852 -0.8766 -6.6073  0.12
H5 6.9956 -0.8215 -4.8875  0.12
H6 5.6934 0.7515 -5.6383  0.11
H7 4.0840 1.3823 -5.8351  0.13
H8 4.6009 2.9820 -4.1502  0.11
H9 5.9529 2.6375 -2.5401  0.06
H10 1.7397 0.9269 -4.4106  0.14
H11 2.3874 2.4817 -3.7406  0.12
H12 0.3890 0.7094 -2.2815  0.09
H13 0.4474 2.9279 -0.8877  0.07
H14 1.7172 1.7175 -0.5650  0.05
H15 2.0470 3.1575 -1.5787  0.08
H16 -0.9816 2.2919 -2.9247  0.05
H17 0.6296 -3.9230 0.0468  0.08
H18 -0.8324 -2.0438 -1.3592  0.09
H19 -2.1344 -1.9213 1.0500  0.06
H20 -0.9691 -3.1933 1.4204  0.02
H21 -2.1196 -3.4222 0.0892  0.08
H22 5.1976 -3.9069 -6.2329  0.07
H23 4.8703 -4.8112 -4.6858  0.08
H24 3.5953 -4.4488 -5.8108  0.09
C21 -4.4092 4.9334 -0.3320  -0.18
C22 -3.4426 5.3846 -1.4028  -0.15
O5 -2.3373 4.4789 -1.2854  -0.18
S1 -2.8676 3.0415 -0.8224  0.59
O6 -3.0095 2.2132 -1.9704  -0.22
O7 -2.1062 2.6274 0.2962  -0.24
O8 -4.3227 3.4975 -0.3466  -0.17
H25 -4.1036 5.2865 0.6491  0.11
H26 -5.4265 5.2533 -0.5336  0.13
H27 -3.1141 6.4102 -1.2641  0.14
H28 -3.8702 5.2726 -2.4018  0.14
C23 -5.0985 -3.7573 -2.6139  -0.16
C24 -5.3622 -4.7217 -3.7509  -0.16
O9 -4.3316 -4.4377 -4.7050  -0.18
S2 -2.9971 -3.9861 -3.9379  0.61
O10 -2.1239 -5.0977 -3.8004  -0.23
O11 -2.5553 -2.7580 -4.4912  -0.21
O12 -3.6711 -3.7066 -2.5094  -0.20
H29 -5.4615 -2.7546 -2.8475  0.14
H30 -5.5322 -4.0892 -1.6745  0.14
H31 -6.3415 -4.5830 -4.2001  0.13
H32 -5.2533 -5.7595 -3.4284  0.13
C25 5.4924 -0.8046 -0.5028  -0.16
C26 6.7659 -0.0137 -0.2938  -0.16
O13 6.8995 0.0839 1.1337  -0.19
S3 6.3067 -1.2384 1.8140  0.58
O14 7.3729 -2.1320 2.0969  -0.22
O15 5.3807 -0.8487 2.8158  -0.23
O16 5.5132 -1.7918 0.5433  -0.21
H33 4.6047 -0.1817 -0.3731  0.13
H34 5.4536 -1.2848 -1.4772  0.13
H35 6.7193 0.9723 -0.7412  0.11
H36 7.6366 -0.5477 -0.6806  0.13
C27 0.7910 -3.2698 5.7542  -0.15
C28 0.7174 -4.7807 5.7757  -0.17
O17 -0.5773 -5.0797 5.2228  -0.19
S4 -0.9568 -3.9761 4.1296  0.59
O18 -0.6286 -4.4861 2.8478  -0.24
O19 -2.2421 -3.4615 4.4366  -0.21
O20 0.1479 -2.8968 4.5275  -0.20
H37 0.2319 -2.8275 6.5816  0.13
H38 1.8130 -2.9017 5.7719  0.14
H39 0.8057 -5.1931 6.7757  0.13
H40 1.4739 -5.2290 5.1334  0.12
C29 -8.4517 8.1846 1.4438  -0.15
C30 -7.5501 9.2352 2.0542  -0.15
O21 -6.4958 8.4778 2.6741  -0.21
S5 -6.2168 7.1497 1.8269  0.60
O22 -5.1157 7.3867 0.9609  -0.23
O23 -6.2626 6.0358 2.6990  -0.20
O24 -7.5509 7.1815 0.9482  -0.18
H41 -9.0968 7.7240 2.1938  0.14
H42 -9.0606 8.5768 0.6344  0.14
H43 -8.0584 9.8509 2.7908  0.14
H44 -7.1054 9.8759 1.2908  0.14
C31 -1.2259 -8.7780 7.2583  -0.16
C32 -1.3624 -9.6518 6.0300  -0.16
O25 -0.2367 -9.2974 5.2176  -0.18
S6 1.0029 -8.9126 6.1514  0.61
O26 1.8573 -10.0349 6.2792  -0.21
O27 1.4881 -7.6446 5.7416  -0.22
O28 0.1845 -8.7402 7.5184  -0.19
H45 -1.5671 -7.7593 7.0627  0.13
H46 -1.7556 -9.1791 8.1180  0.14
H47 -2.2883 -9.4755 5.4904  0.14
H48 -1.2834 -10.7117 6.2811  0.13
C33 -3.7422 10.3640 5.3321  -0.15
C34 -5.1898 9.9842 5.5512  -0.16
O29 -5.7747 11.1382 6.1699  -0.19
S7 -5.0613 12.4609 5.6153  0.60
O30 -5.8532 13.0067 4.5716  -0.22
O31 -4.6418 13.2403 6.7203  -0.21
O32 -3.7896 11.7464 4.9540  -0.19
H49 -3.1618 10.2776 6.2525  0.14
H50 -3.2695 9.7749 4.5509  0.14
H51 -5.3022 9.1134 6.1909  0.14
H52 -5.7028 9.8078 4.6054  0.11

[2]
Here is a molecular structure, C34H53AsBrN5O5P3STi from the OMol25 dataset. Energies are from wB97M-V/def2-TZVPD.

As for the orbital gap (alpha / beta): 7.1 / 6.8 eV. The value obtained for the molar mass is 939.51 g mol⁻¹. As for the multiplicity: 2. The total charge is +2. As for the energy above the lowest of the compared OMol25 structures with the same formula, charge and spin: 1.363 eV. Its electronic energy is -246495.0514 eV.

Last column: Löwdin charge in e.
Positions of all 104 atoms, in Å:
Ti1 -0.1052 -0.0777 -0.0959  0.49
C1 -1.3277 -4.9792 1.6548  -0.01
C2 -0.1786 -4.1325 1.1870  -0.23
C3 1.1030 -4.6372 0.9986  0.02
C4 2.1020 -3.7870 0.5548  -0.08
C5 1.7958 -2.4680 0.2952  -0.69
Br1 3.1930 -1.3438 -0.3092  0.95
N1 0.5689 -1.9365 0.4719  -0.13
C6 -0.3754 -2.7885 0.9323  -0.16
H1 -0.9982 -5.9843 1.9076  0.09
H2 -2.0878 -5.0543 0.8753  0.08
H3 -1.8048 -4.5407 2.5330  0.09
H4 1.3288 -5.6755 1.2056  0.14
H5 3.1132 -4.1399 0.4135  0.12
H6 -1.3534 -2.3648 1.0952  0.06
C7 -2.4577 3.0434 -1.7232  -0.21
P1 -1.2805 2.4145 -0.4620  0.88
C8 -0.3662 3.9805 -0.1521  -0.22
C9 -2.3158 2.4417 1.0710  -0.40
C10 -3.2893 1.2663 1.1413  -0.38
P2 -2.7185 -0.2475 0.2245  0.81
C11 -3.7587 -1.4852 1.0940  -0.22
C12 -3.6555 -0.1468 -1.3544  -0.24
H7 -2.7621 4.0485 -1.4336  0.06
H8 -3.3419 2.4204 -1.8281  0.03
H9 -1.9373 3.0912 -2.6772  0.05
H10 -1.0953 4.7581 0.0730  0.06
H11 0.1853 4.2575 -1.0463  0.05
H12 0.3228 3.8955 0.6844  0.03
H13 -2.8495 3.3910 1.1471  0.10
H14 -1.6031 2.4038 1.8969  0.03
H15 -4.2554 1.5520 0.7237  0.09
H16 -3.4559 0.9771 2.1814  0.08
H17 -4.7892 -1.1306 1.0891  0.07
H18 -3.4370 -1.6263 2.1260  0.03
H19 -3.7132 -2.4425 0.5738  0.04
H20 -4.5661 0.4329 -1.2110  0.06
H21 -3.9286 -1.1561 -1.6594  0.05
H22 -3.0554 0.2915 -2.1504  0.03
N2 6.1852 0.9237 -5.5824  0.14
C13 4.9983 1.0264 -4.9363  -0.30
C14 4.4003 2.2849 -4.7289  0.00
C15 3.2055 2.3905 -4.0603  -0.05
C16 2.5834 1.2380 -3.5951  -0.32
C17 3.1515 -0.0182 -3.7793  -0.07
C18 4.3539 -0.1226 -4.4383  -0.01
S1 1.0523 1.3340 -2.7803  0.67
O1 0.1692 0.3364 -3.3726  -0.40
O2 0.5163 2.6658 -2.8014  -0.30
N3 1.2082 0.8433 -1.1839  -0.30
C19 1.9317 1.7142 -0.3972  -0.56
N4 2.7969 2.5568 -0.9497  0.16
C20 3.4274 3.3982 -0.1425  -0.06
C21 3.2058 3.4132 1.2289  -0.01
C22 2.2940 2.4974 1.7070  -0.13
N5 1.6539 1.6401 0.9103  0.07
H23 6.5693 1.7232 -6.0538  0.11
H24 6.5443 0.0249 -5.8481  0.11
H25 4.8896 3.1744 -5.1053  0.12
H26 2.7360 3.3506 -3.8937  0.12
H27 2.6332 -0.8956 -3.4110  0.09
H28 4.8146 -1.0906 -4.5921  0.12
H29 4.1249 4.0803 -0.6161  0.13
H30 3.7109 4.1041 1.8866  0.12
H31 2.0502 2.4528 2.7626  0.11
C23 -1.1795 -1.2479 -4.9361  -0.07
O3 -1.5329 -1.6440 -3.6012  -0.31
P3 -0.7928 -1.3935 -2.2151  0.75
O4 -1.7251 -2.5039 -1.4108  -0.41
C24 -2.3176 -3.6984 -1.9343  -0.08
O5 0.6471 -2.1268 -2.3791  -0.36
C25 0.8376 -3.3709 -3.0665  -0.06
H32 -1.6044 -2.0045 -5.5919  0.10
H33 -0.1016 -1.1966 -5.0673  0.09
H34 -1.6073 -0.2746 -5.1632  0.10
H35 -1.6899 -4.5595 -1.7002  0.09
H36 -2.4625 -3.6356 -3.0092  0.09
H37 -3.2934 -3.8199 -1.4636  0.09
H38 1.8947 -3.4384 -3.3155  0.10
H39 0.2486 -3.4166 -3.9814  0.09
H40 0.5662 -4.2020 -2.4142  0.09
C26 -0.4932 1.3524 3.9844  -0.26
As1 -0.1096 -0.0841 2.6927  1.17
C27 -0.9860 -1.4619 3.8020  -0.24
C28 1.7765 -0.4576 3.2099  -0.29
C29 1.9799 -1.2217 4.4814  -0.32
C30 1.9606 -2.6151 4.4820  -0.06
C31 2.2126 -3.3260 5.6436  -0.06
C32 2.4863 -2.6527 6.8265  -0.07
C33 2.5015 -1.2667 6.8394  -0.06
C34 2.2507 -0.5566 5.6738  -0.05
H41 -0.0011 1.0996 4.9228  0.03
H42 -1.5670 1.4019 4.1620  0.04
H43 -0.1481 2.3285 3.6465  0.02
H44 -0.5688 -1.3869 4.8037  0.04
H45 -0.8059 -2.4680 3.4312  0.01
H46 -2.0605 -1.2853 3.8564  0.03
H47 2.2670 0.5095 3.2807  0.05
H48 2.2362 -0.9897 2.3811  0.03
H49 1.7594 -3.1454 3.5557  0.10
H50 2.2088 -4.4083 5.6259  0.11
H51 2.6944 -3.2066 7.7319  0.11
H52 2.7239 -0.7360 7.7558  0.11
H53 2.2905 0.5274 5.6850  0.11

Values for F_max, eV/Å, ordered as above
2.027; 2.552